140
Properties=species:S:1:pos:R:3:forces:R:3 method="wB97M-V/def2-TZVPD" total_energy_ev=-87719.7287 homo_ev=-9.30 e_above_lowest_kcal_mol=84.74 gap_ev=9.44
C 3.360133 -4.432220 2.581859 2.122 1.618 -1.897
C 4.239198 -3.222767 2.025470 -0.469 -0.031 -0.270
O 4.843647 -2.448535 3.050466 -0.907 -0.855 0.688
O 4.212861 -5.101470 3.441191 0.064 -0.645 2.247
H 3.094775 -5.143119 1.799357 -0.440 0.492 -0.488
H 2.468545 -3.965784 3.000905 0.069 -0.522 0.726
H 3.638977 -2.564628 1.397235 -0.421 0.017 -0.157
H 5.064116 -3.554212 1.394787 -0.041 -0.699 -0.215
H 4.817021 -1.529517 2.774255 0.144 0.131 -0.098
H 4.656662 -5.863751 3.062291 -0.339 0.200 -0.348
C 5.525232 1.098135 -0.001512 0.894 -1.533 -1.815
C 5.998334 -0.315700 0.382635 -0.329 -0.024 -0.603
O 5.954533 -0.415824 1.763558 0.501 0.273 1.289
O 4.163924 1.194971 0.176537 -1.419 0.697 -0.178
H 5.652859 1.159051 -1.082306 0.172 0.216 -0.254
H 6.103004 1.931883 0.397412 0.137 -0.116 0.587
H 6.953160 -0.699707 0.023543 0.466 0.760 -0.333
H 5.316001 -1.079357 0.009327 -0.490 0.359 -0.208
H 6.664737 0.165150 2.045840 0.023 -0.066 0.674
H 3.874059 1.106114 1.087407 0.084 -0.330 0.580
C -4.675088 2.061327 -2.119998 0.275 0.151 -0.717
C -5.661065 0.912338 -2.409539 0.507 0.126 1.063
O -6.630634 1.377641 -3.318701 0.282 -0.182 -0.121
O -5.443572 3.181553 -1.646529 -0.522 -0.556 -0.014
H -4.229636 2.285598 -3.089209 0.009 0.345 -0.207
H -3.810611 1.892400 -1.477944 -0.278 -0.567 0.417
H -6.126779 0.546576 -1.494425 -0.233 0.239 0.312
H -5.157124 0.027198 -2.797707 0.254 0.210 -0.373
H -6.685070 2.308724 -3.091276 -0.521 0.383 -0.164
H -4.930829 3.969623 -1.452511 0.515 -0.114 -0.189
C -5.426594 2.585464 1.895169 -1.037 0.419 -1.648
C -4.645450 3.853365 2.273935 -1.394 -2.043 2.445
O -4.033535 4.315962 1.166736 1.176 1.455 -2.837
O -6.527591 2.941899 0.961894 0.828 -0.054 1.783
H -5.865060 2.045853 2.734607 0.177 0.242 0.053
H -4.861016 1.913030 1.250159 0.757 -0.239 0.702
H -3.851321 3.711160 3.006896 -0.259 -0.722 0.614
H -5.384835 4.503282 2.741934 -0.083 0.543 -0.272
H -3.490407 5.067292 1.415953 -0.016 0.216 -0.255
H -6.069171 3.022519 0.122278 -0.261 0.119 -0.590
C -3.531331 0.200869 -5.434308 1.278 -1.074 0.111
C -2.985512 -1.073229 -4.681692 1.922 1.427 0.404
O -1.603693 -1.370148 -4.991750 -0.230 0.596 -1.302
O -2.756187 1.398343 -5.126698 -0.470 -1.049 0.660
H -4.573501 0.289930 -5.127619 -0.058 0.356 -0.147
H -3.430594 0.031898 -6.506410 -0.334 -0.139 -0.037
H -3.559328 -1.989664 -4.819558 -0.534 0.399 -0.060
H -2.821753 -0.806456 -3.637609 -1.412 0.054 0.459
H -1.252178 -1.900736 -4.273069 0.095 -0.558 0.178
H -2.698386 1.972143 -5.894167 -0.131 -0.175 -0.121
C 4.430142 -4.615027 -1.943152 1.608 -0.454 -1.120
C 4.869469 -3.288767 -2.644805 -0.892 -0.530 -1.494
O 6.228376 -3.269124 -3.119568 0.099 -0.447 1.307
O 4.443684 -5.766295 -2.831805 -0.346 0.749 0.115
H 3.419652 -4.604402 -1.534619 0.128 0.544 -0.011
H 5.162438 -4.854881 -1.172227 -0.182 0.339 0.485
H 4.572566 -2.405199 -2.079778 0.401 0.005 0.555
H 4.323638 -3.187233 -3.582814 -0.842 -0.261 0.151
H 6.276326 -2.698912 -3.890382 -0.139 -0.045 0.060
H 5.329372 -6.135767 -2.857367 0.082 0.179 -0.030
C -1.059909 -0.388412 -0.499698 0.654 -0.276 0.687
C -0.083540 -1.538121 -0.733008 0.901 2.145 -0.703
O -0.637955 -2.812892 -0.785071 -0.341 -0.416 -0.245
O -1.530962 -0.415024 0.834486 -0.342 -0.913 0.320
H -1.877179 -0.426132 -1.219931 -0.206 -0.170 -0.110
H -0.566763 0.578945 -0.595230 0.419 -0.078 -0.610
H 0.802681 -1.489258 -0.100285 -0.289 0.002 0.828
H 0.383643 -1.235988 -1.670329 -0.190 -0.688 -0.690
H -1.153153 -2.925214 0.017138 -0.132 -0.235 0.126
H -1.847860 0.472352 1.018163 -0.398 0.601 0.371
C 1.512971 -3.488166 -5.503083 0.095 0.418 0.722
C 1.183538 -3.751097 -4.049067 0.123 -0.972 2.179
O -0.202624 -3.599625 -3.616426 0.048 0.629 -1.766
O 1.674273 -2.083306 -5.637973 -0.844 0.135 -0.413
H 0.731042 -3.922523 -6.125988 0.009 0.137 -0.372
H 2.505731 -3.821652 -5.805274 -0.240 -0.870 0.354
H 1.772168 -3.068470 -3.436185 0.261 0.259 -0.155
H 1.447881 -4.739502 -3.673196 0.390 -0.345 -0.616
H -0.249254 -3.571147 -2.657981 0.191 -0.002 0.390
H 0.824324 -1.765495 -5.324632 -0.184 0.824 -0.209
C -0.923828 2.262923 3.621527 -0.503 0.961 -0.258
C -0.906083 2.637147 2.130760 -0.153 -1.368 -0.276
O -2.106434 2.145458 1.490967 0.362 -0.150 0.526
O -0.791080 0.907388 3.986945 0.738 0.168 -0.970
H -1.888450 2.644910 3.955735 -0.087 0.031 0.465
H -0.129406 2.789496 4.150400 -0.021 0.288 -0.142
H -0.088938 2.112297 1.635889 0.402 0.239 -0.005
H -0.823894 3.711891 1.968691 0.135 0.024 0.286
H -2.512469 2.825754 0.948814 -0.215 0.328 -0.081
H -1.662654 0.506522 4.022371 -0.464 0.029 0.475
C 2.290041 1.321743 -3.602103 0.445 0.075 1.285
C 1.002555 0.988373 -4.315166 -1.309 -0.226 -0.198
O -0.195018 1.763571 -3.964599 1.604 0.580 0.789
O 2.404710 0.557828 -2.345583 -0.662 0.822 -1.342
H 2.408460 2.399855 -3.493682 -0.615 0.312 0.756
H 3.207503 1.153005 -4.165931 -0.356 -0.863 -0.657
H 0.721773 -0.036353 -4.071858 0.439 -0.209 -0.258
H 1.118852 1.115971 -5.391402 0.290 -0.248 -0.052
H -0.981727 1.307619 -4.272491 -0.181 -0.417 -0.426
H 2.979757 1.025581 -1.735557 0.172 0.124 0.325
C 3.586368 0.787108 4.150146 -1.817 1.190 0.335
C 2.529797 1.808447 4.779984 1.577 -1.799 0.620
O 1.633465 1.011340 5.571133 -0.313 0.806 -0.917
O 3.065492 0.271973 2.932408 0.823 0.747 -0.622
H 3.701497 -0.027926 4.864669 0.354 0.180 0.128
H 4.513385 1.323060 3.946431 0.147 -0.257 -0.103
H 2.036788 2.365337 3.983156 -0.046 -0.097 -0.076
H 2.972974 2.500634 5.495917 0.481 0.202 -0.295
H 0.795242 1.204204 5.144770 -0.656 -0.764 0.424
H 2.523513 -0.512171 3.046347 -0.433 -0.257 0.420
C 0.751090 4.852665 -2.604943 -1.547 -0.489 -0.559
C -0.226753 4.167037 -1.599350 2.182 -1.829 -1.350
O -1.485322 3.740670 -2.110892 -0.836 1.795 0.811
O 0.509688 6.227175 -2.731088 0.121 1.042 0.371
H 0.556125 4.490959 -3.614518 0.145 -1.004 0.051
H 1.801249 4.651490 -2.393276 -0.085 0.230 0.437
H -0.200443 4.748153 -0.677550 -1.043 0.131 -0.110
H 0.277684 3.224596 -1.386136 0.417 -0.155 0.502
H -1.382491 3.136610 -2.849909 0.757 -0.221 -0.107
H -0.308066 6.276734 -3.231505 -0.070 0.371 0.033
C -4.769229 0.402598 6.274015 0.206 0.434 0.456
C -4.304560 -0.528647 5.221916 -1.180 -0.967 -1.090
O -3.215406 -0.071764 4.513875 1.869 1.116 0.014
O -4.883183 1.760048 5.861485 -0.430 -0.417 -0.003
H -4.091900 0.362059 7.127068 0.130 -0.111 0.174
H -5.718520 -0.022649 6.599770 -0.266 0.586 0.111
H -5.021632 -0.677208 4.414564 -1.014 -0.121 0.507
H -4.152586 -1.493205 5.706303 0.292 -0.256 0.031
H -2.953752 -0.743649 3.880060 0.024 -0.786 -0.135
H -3.980280 2.059327 5.731879 0.048 0.125 -0.121
C -0.917585 -2.994732 3.426193 1.702 0.657 0.687
C 0.243623 -2.138216 4.085910 -1.529 -0.921 0.020
O 0.777103 -1.339613 3.059198 0.438 -0.020 -0.056
O -2.007212 -2.154741 3.071348 -0.252 -0.460 0.427
H -1.282253 -3.821984 4.035110 -0.110 0.281 0.197
H -0.402505 -3.428649 2.569154 -0.392 -0.119 -0.460
H 1.042150 -2.715952 4.551402 -0.073 -0.317 -0.254
H -0.195253 -1.529132 4.876172 0.013 0.188 0.083
H 0.250305 -0.537167 3.071782 -0.034 0.634 -0.185
H -1.760920 -1.553936 2.364262 0.411 0.138 -0.817